[1]
Density functional theory data (the ωB97M-V functional and the def2-TZVPD basis) for C2H2BrN in the gas phase at a distorted geometry.

Positions of all 6 atoms, in Å:
1 N 0.882 -1.866 0.696
2 C 0.334 -0.911 0.466
3 C -0.225 0.485 -0.021
4 Br -0.755 0.342 -1.905
5 H 0.751 1.056 0.112
6 H -0.987 0.894 0.653

Values from the calculation:
Frontier orbital gap = 11.26 eV
HOMO = -11.1163 eV
Energy relative to the best compared isomer or geometry (same formula, charge and spin) = 24.6 kJ/mol
Net charge = 0
Maximum force = 5.815 eV/A
SMILES = N#CCBr

***

[2]
Density functional theory data (the ωB97M-V functional and the def2-TZVPD basis) for a molecular structure, C42H29Cl2IIrN5O11P at a distorted geometry.

Positions of all 92 atoms, in Å:
1 Ir -0.749 1.070 0.402
2 I 0.880 -3.071 -1.321
3 C 2.119 -4.772 -1.154
4 C 2.134 -5.700 -2.143
5 C 2.990 -6.814 -1.977
6 C 3.766 -6.927 -0.862
7 C 3.741 -5.945 0.161
8 C 4.555 -6.044 1.314
9 C 4.531 -5.078 2.279
10 C 3.686 -3.961 2.147
11 C 2.867 -3.834 1.048
12 P 1.784 -2.408 0.866
13 C 2.745 -0.928 0.555
14 C 3.706 -0.567 1.499
15 C 4.473 0.566 1.287
16 C 4.287 1.336 0.148
17 C 3.327 0.977 -0.788
18 C 2.553 -0.152 -0.588
19 C 0.371 -2.498 1.951
20 C 0.456 -3.171 3.171
21 C -0.681 -3.267 3.961
22 C -1.883 -2.726 3.530
23 C -1.965 -2.074 2.300
24 C -0.836 -1.952 1.523
25 C 2.888 -4.823 0.029
26 H 1.526 -5.611 -3.034
27 H 3.021 -7.568 -2.751
28 H 4.422 -7.779 -0.741
29 H 5.206 -6.903 1.417
30 H 5.160 -5.160 3.155
31 H 3.693 -3.218 2.934
32 H 3.853 -1.129 2.407
33 H 5.217 0.844 2.021
34 H 4.894 2.217 -0.012
35 H 3.182 1.576 -1.677
36 H 1.801 -0.409 -1.323
37 H 1.376 -3.606 3.524
38 H -0.617 -3.765 4.919
39 H -2.765 -2.816 4.150
40 H -2.901 -1.655 1.956
41 H -0.906 -1.472 0.558
42 Cl -4.078 7.135 2.117
43 C -3.331 5.580 2.059
44 C -2.647 5.109 3.192
45 C -2.040 3.882 3.185
46 Cl -1.202 3.326 4.589
47 C -2.052 3.052 2.036
48 O -1.452 1.903 2.090
49 C -2.762 3.544 0.900
50 C -2.938 2.787 -0.289
51 O -2.402 1.698 -0.608
52 C -3.401 4.808 0.939
53 H -2.600 5.724 4.081
54 H -3.648 3.183 -1.020
55 H -3.942 5.159 0.069
56 O 4.048 3.508 6.101
57 N 3.636 4.013 5.078
58 O 3.860 5.143 4.703
59 C 2.806 3.170 4.209
60 C 2.545 1.857 4.585
61 C 1.791 1.094 3.742
62 C 1.321 1.501 2.462
63 O 0.769 0.611 1.724
64 C 1.551 2.882 2.201
65 C 2.277 3.698 3.059
66 N 0.983 3.543 1.042
67 O 0.758 2.866 0.019
68 O 0.750 4.722 1.097
69 N 1.361 -0.234 4.204
70 O 2.220 -1.059 4.488
71 O 0.173 -0.422 4.297
72 H 2.905 1.475 5.531
73 H 2.433 4.740 2.817
74 O -3.738 -2.092 -1.559
75 C -3.553 -2.124 -2.962
76 N -2.501 -3.023 -3.372
77 C -1.175 -2.758 -3.427
78 O -0.339 -3.611 -3.683
79 C -0.685 -1.368 -3.123
80 C 0.195 -0.742 -4.000
81 C 0.784 0.446 -3.606
82 C 0.563 0.920 -2.322
83 N -0.245 0.289 -1.459
84 C -0.910 -0.795 -1.888
85 H -4.192 -2.894 -1.279
86 H -3.299 -1.108 -3.257
87 H -4.470 -2.416 -3.471
88 H -2.734 -3.986 -3.576
89 H 0.406 -1.186 -4.964
90 H 1.450 0.986 -4.264
91 H 1.056 1.807 -1.949
92 H -1.595 -1.255 -1.186

Values from the calculation:
Frontier orbital gap (spin up / spin down) = 5.33 / 5.33 eV
HOMO (spin up / spin down) = -12.1982 / -12.2086 eV
Spin multiplicity = 2
Energy relative to the best compared isomer or geometry (same formula, charge and spin) = 256.4 kJ/mol
Net charge = +2
Maximum force = 1.493 eV/A

***

[3]
Density functional theory data (the ωB97M-V functional and the def2-TZVPD basis) for a molecular structure, C31H22BrGeNO8PtS2.

Positions of all 67 atoms, in Å:
1 Pt 2.060 -0.333 -1.359
2 O 2.595 0.590 2.831
3 S 3.307 0.557 1.561
4 O 4.736 0.454 1.671
5 O 2.696 -0.513 0.703
6 C 2.917 2.129 0.765
7 C 2.026 2.931 1.470
8 C 1.609 4.153 0.969
9 C 2.070 4.579 -0.265
10 C 2.964 3.790 -0.971
11 C 3.412 2.573 -0.469
12 S 4.640 1.725 -1.498
13 O 5.929 2.084 -0.953
14 O 4.397 2.220 -2.840
15 O 4.322 0.289 -1.349
16 H 1.646 2.560 2.410
17 H 0.900 4.749 1.530
18 H 1.726 5.516 -0.689
19 H 3.321 4.091 -1.946
20 C 0.932 -1.672 -1.311
21 Ge -0.291 -2.164 0.225
22 C 0.487 -2.986 1.825
23 C 0.262 -4.338 2.087
24 C 0.781 -4.943 3.226
25 C 1.538 -4.200 4.120
26 C 1.780 -2.858 3.864
27 C 1.264 -2.254 2.724
28 C -1.467 -3.553 -0.553
29 C -1.133 -4.187 -1.749
30 C -1.954 -5.170 -2.293
31 C -3.127 -5.534 -1.649
32 C -3.478 -4.908 -0.459
33 C -2.655 -3.929 0.077
34 C -1.524 -0.724 0.718
35 C -2.562 -0.403 -0.156
36 C -3.427 0.647 0.113
37 C -3.264 1.400 1.269
38 C -2.233 1.095 2.144
39 C -1.371 0.040 1.871
40 H -0.328 -4.932 1.398
41 H 0.597 -5.995 3.409
42 H 1.950 -4.669 5.006
43 H 2.390 -2.270 4.538
44 H 1.511 -1.219 2.529
45 H -0.224 -3.900 -2.265
46 H -1.676 -5.647 -3.226
47 H -3.768 -6.298 -2.073
48 H -4.396 -5.182 0.049
49 H -2.944 -3.441 1.003
50 H -2.692 -0.973 -1.071
51 H -4.218 0.890 -0.587
52 H -3.928 2.232 1.474
53 H -2.084 1.690 3.038
54 H -0.555 -0.159 2.554
55 Br -3.710 5.572 -1.291
56 C -2.363 4.641 -2.265
57 C -2.115 4.998 -3.580
58 N -1.191 4.390 -4.318
59 C -0.496 3.404 -3.747
60 C -0.686 2.983 -2.437
61 C -1.646 3.624 -1.670
62 C 0.125 1.856 -1.822
63 O 0.949 1.304 -2.619
64 O -0.123 1.580 -0.647
65 H -2.680 5.798 -4.046
66 H 0.262 2.915 -4.347
67 H -1.794 3.305 -0.647

Values from the calculation:
Frontier orbital gap = 5.83 eV
HOMO = -2.1537 eV
Energy relative to the best compared isomer or geometry (same formula, charge and spin) = 171.8 kJ/mol
Net charge = -2
Maximum force = 0.843 eV/A

***

[4]
Density functional theory data (the ωB97M-V functional and the def2-TZVPD basis) for C5H6O2 in the gas phase.

Positions of all 13 atoms, in Å:
1 C -2.307 -1.192 -1.004
2 C -1.518 -0.328 -0.728
3 C -0.588 0.715 -0.366
4 O -0.510 1.754 -0.996
5 C 0.368 0.468 0.777
6 C 1.265 -0.707 0.350
7 O 1.062 1.669 0.978
8 H -3.011 -1.952 -1.258
9 H -0.205 0.180 1.677
10 H 2.025 -0.821 1.121
11 H 1.772 -0.513 -0.607
12 H 0.704 -1.651 0.256
13 H 0.783 2.215 0.219

Values from the calculation:
Frontier orbital gap = 10.49 eV
HOMO = -10.5723 eV
Energy relative to the best compared isomer or geometry (same formula, charge and spin) = 211.7 kJ/mol
Net charge = 0
Maximum force = 0.674 eV/A
SMILES = C#CC(=O)[C@@H](C)O

***

[5]
Density functional theory data (the ωB97M-V functional and the def2-TZVPD basis) for a molecular structure, H22O11 at a distorted geometry.

Positions of all 33 atoms, in Å:
1 H -0.274 -0.091 0.730
2 H 1.255 -0.286 0.706
3 H -2.688 2.333 0.859
4 H -2.677 2.994 2.227
5 H -3.413 -2.061 2.880
6 H -3.667 -0.862 2.064
7 H -3.791 -1.201 0.291
8 H -3.300 -2.432 -0.450
9 H 4.518 2.820 1.177
10 H 3.318 3.304 1.933
11 H 5.038 -0.867 0.212
12 H 4.727 -0.730 -1.402
13 H -2.353 3.226 -1.678
14 H -1.002 2.529 -2.058
15 H -2.737 1.049 -0.994
16 H -2.322 0.431 -2.410
17 H 0.321 0.872 -1.379
18 H 0.978 -0.334 -0.878
19 H 0.151 -3.390 -1.288
20 H -1.320 -3.431 -0.978
21 H 5.040 -2.527 0.353
22 H 3.539 -1.923 0.480
23 O 0.626 0.424 0.797
24 O -2.096 2.597 1.573
25 O -4.151 -1.690 2.371
26 O -4.130 -1.953 -0.291
27 O 4.220 2.850 2.109
28 O 5.330 -1.055 -0.668
29 O -1.585 3.188 -2.312
30 O -2.451 1.292 -1.852
31 O 1.158 0.448 -1.420
32 O -0.460 -3.284 -0.552
33 O 4.195 -2.241 -0.150

Values from the calculation:
Frontier orbital gap = 6.66 eV
HOMO = -7.5233 eV
Energy relative to the best compared isomer or geometry (same formula, charge and spin) = 1013.4 kJ/mol
Net charge = 0
Maximum force = 14.289 eV/A

***

[6]
Density functional theory data (the ωB97M-V functional and the def2-TZVPD basis) for C6H5ClFNO2 in the gas phase at a distorted geometry.

Positions of all 16 atoms, in Å:
1 O 1.747 -0.172 2.257
2 N 0.591 -0.005 2.564
3 O 0.074 0.666 3.412
4 C -0.357 -0.832 1.688
5 F -0.830 -1.788 2.547
6 C -1.392 0.164 1.310
7 C -1.150 0.874 0.212
8 C -0.028 0.604 -0.746
9 C 0.768 -0.445 -0.571
10 C 0.496 -1.524 0.450
11 Cl -0.576 -2.746 -0.329
12 H -2.311 0.273 1.911
13 H -1.854 1.624 -0.212
14 H 0.205 1.027 -1.700
15 H 1.511 -0.445 -1.371
16 H 1.219 -1.972 0.983

Values from the calculation:
Frontier orbital gap = 9.38 eV
HOMO = -9.6209 eV
Energy relative to the best compared isomer or geometry (same formula, charge and spin) = 0.0 kJ/mol
Net charge = 0
Maximum force = 5.291 eV/A
SMILES = O=[N+]([O-])[C@@]1(F)C=CC=C[C@@H]1Cl

***

[7]
Density functional theory data (the ωB97M-V functional and the def2-TZVPD basis) for a molecular structure, C10H13HoNO5 at a distorted geometry.

Positions of all 30 atoms, in Å:
1 Ho 0.047 -0.440 -0.892
2 O 0.397 2.468 -2.814
3 C 0.235 1.565 -2.097
4 C -0.044 -2.686 -1.958
5 O -0.092 -3.774 -2.332
6 C 2.258 0.124 -1.722
7 O 3.289 0.343 -2.195
8 C -1.992 0.378 -1.890
9 O -2.964 0.669 -2.445
10 C 0.137 0.488 -4.948
11 H -0.746 1.127 -4.872
12 H 1.105 0.994 -5.093
13 C 0.051 -0.842 -4.915
14 H 0.948 -1.473 -4.899
15 H -0.913 -1.362 -4.902
16 C -0.160 0.072 4.652
17 N -0.074 -0.318 3.244
18 C 0.158 -1.722 2.887
19 C -0.174 0.589 2.296
20 C -0.347 2.046 2.559
21 O -0.064 0.149 1.079
22 H -0.081 -0.841 5.250
23 H -1.119 0.582 4.827
24 H 0.650 0.776 4.896
25 H -0.649 -2.142 2.256
26 H 1.116 -1.880 2.354
27 H 0.186 -2.251 3.842
28 H 0.589 2.583 2.333
29 H -1.120 2.474 1.909
30 H -0.625 2.306 3.592

Values from the calculation:
Frontier orbital gap (spin up / spin down) = 6.59 / 6.72 eV
HOMO (spin up / spin down) = -20.0721 / -20.0870 eV
Spin multiplicity = 5
Energy relative to the best compared isomer or geometry (same formula, charge and spin) = 0.0 kJ/mol
Net charge = +3
Maximum force = 8.133 eV/A

***

[8]
Density functional theory data (the ωB97M-V functional and the def2-TZVPD basis) for a gas-phase ion, C8H14N3O (charge +1) at a distorted geometry.

Positions of all 26 atoms, in Å:
1 C -1.074 -1.553 -0.940
2 C 1.251 -1.381 0.843
3 C 1.024 -2.589 -0.123
4 C -0.395 1.950 0.159
5 C -1.329 0.803 -0.434
6 C 0.675 -0.148 0.113
7 C -2.571 1.144 -1.095
8 C 1.940 1.807 0.869
9 N -0.167 -2.543 -0.905
10 N -0.617 -0.276 -0.369
11 N 0.594 1.150 0.769
12 O -2.159 -1.733 -1.464
13 H 0.611 -1.409 1.703
14 H 2.365 -1.130 1.006
15 H 1.839 -2.706 -0.890
16 H 0.957 -3.469 0.594
17 H 0.059 2.576 -0.574
18 H -0.993 2.511 0.903
19 H -2.875 0.375 -1.750
20 H -2.568 2.084 -1.490
21 H -3.370 1.081 -0.181
22 H 1.990 2.407 1.778
23 H 2.590 1.016 1.091
24 H 2.248 2.388 0.079
25 H -0.386 -3.318 -1.454
26 H 0.361 0.962 1.761

Values from the calculation:
Frontier orbital gap (spin up / spin down) = 7.44 / 7.44 eV
HOMO (spin up / spin down) = -11.1374 / -11.1371 eV
Energy relative to the best compared isomer or geometry (same formula, charge and spin) = 279.6 kJ/mol
Net charge = +1
Maximum force = 5.371 eV/A